Computed, not measured: an isolated molecule of C2H6P2S4 at a distorted geometry, with ωB97M-V/def2-TZVPD.

Output
- LUMO energy (spin up / spin down): -2.638 / -2.637 eV
- Max |F|: 5.46 eV/A
- Frontier orbital gap (spin up / spin down): 5.924 / 5.928 eV
- HOMO energy (spin up / spin down): -8.562 / -8.565 eV
- Structure (SMILES): CSP(=S)=P(=S)SC
- Energy above the lowest of the compared OMol25 structures with the same formula, charge and spin: 29.6 kcal/mol
- E: -64089.2713 eV

The geometry in XYZ format:
```
14
Properties=species:S:1:pos:R:3:lowdin_charge:R:1
C 0.0482 1.1130 2.6410 -0.47
S 0.5047 1.7844 0.9909 0.40
P -1.3242 1.3390 -0.1049 0.00
S -0.8313 2.0459 -1.8846 0.01
P -1.3246 -1.1575 -0.3642 -0.05
S -1.7771 -1.8144 1.4041 0.07
S 0.6126 -1.9010 -0.7043 0.44
C 0.7772 -1.2596 -2.4060 -0.52
H 0.1591 2.0267 3.2856 0.04
H 1.0301 0.5999 2.9074 0.05
H -0.8567 0.6271 2.5052 -0.07
H 0.0196 -0.7282 -2.9636 0.00
H 1.3096 -2.0572 -3.1205 0.08
H 1.6529 -0.6184 -2.1860 0.01
```